# 1
This record from OMol25 describes C28H66AsF6NO16P2S4 as an isolated structure in a non-equilibrium geometry. The level of theory is ωB97M-V with the def2-TZVPD basis set.

Output
Energy relative to the best compared isomer or geometry (same formula, charge and spin) ... 178.00 kcal per mole
Maximum force ... 0.0798 hartree/bohr
E ... -203417.625 eV
HOMO-LUMO gap ... 7.69 eV
Net charge ... 0
HOMO ... -9.9 eV

```
124
Properties=species:S:1:pos:R:3:forces:R:3:lowdin_charge:R:1
N 3.204675 -4.926116 3.678947 0.254 0.121 0.126 0.358
H 2.451640 -4.349666 3.331478 -0.511 0.285 -0.811 0.164
H 3.128226 -4.860452 4.683905 0.224 -0.261 0.657 0.159
H 4.099923 -4.578248 3.366502 0.385 0.654 -0.059 0.159
H 3.174600 -5.881840 3.353688 -0.594 -0.484 -0.024 0.158
As 0.127503 -0.496266 0.533711 2.597 -1.561 1.372 0.961
F 1.798126 -0.830540 1.324401 -1.543 0.278 -0.698 -0.388
F -0.263223 -2.077748 1.346681 -0.391 1.141 -1.143 -0.348
F -1.490715 -0.155640 -0.098208 1.734 -0.441 0.064 -0.277
F 1.014614 0.925372 -0.117929 -1.873 -1.104 0.431 -0.300
F 0.677019 -1.491900 -0.929698 -1.104 1.529 1.735 -0.337
F -0.428123 0.252858 2.070718 0.767 -0.125 -1.595 -0.309
C -8.426240 -2.945909 -1.918514 0.681 0.416 2.046 -0.200
C -6.899323 -2.936848 -1.660524 2.032 0.073 0.408 -0.215
C -6.382300 -3.716263 -0.400560 -1.179 -0.836 -0.616 -0.199
S -7.925547 -4.196750 0.426044 -1.228 0.373 1.032 0.725
O -8.137928 -3.146869 1.452039 0.151 -1.954 -1.090 -0.361
O -7.984890 -5.646645 0.679530 0.358 1.932 0.264 -0.363
C -9.163388 -3.861676 -0.897143 1.610 -1.050 -1.754 -0.207
H -8.424760 -3.317829 -2.943105 -1.338 0.707 0.041 0.112
H -8.672554 -1.925974 -1.623281 -0.670 0.091 -1.310 0.111
H -6.578190 -1.895599 -1.688417 0.078 0.001 0.597 0.108
H -6.327221 -3.329272 -2.501239 -0.325 -0.356 -0.130 0.100
H -5.701075 -3.290504 0.336175 -0.484 0.663 -0.142 0.105
H -5.920507 -4.669862 -0.656503 -0.103 0.005 -0.376 0.090
H -10.165204 -3.661959 -0.516955 0.454 0.694 0.217 0.104
H -9.272216 -4.746077 -1.524921 -0.018 -0.743 0.822 0.090
C 5.603696 2.267226 -5.211020 2.097 0.868 -2.240 -0.267
C 4.744839 1.743907 -4.164782 -1.077 0.142 2.018 -0.255
C 5.572309 1.023704 -3.114305 1.625 0.098 0.074 -0.192
S 7.027531 2.197545 -2.848174 -0.565 2.320 1.522 0.783
O 8.293892 1.547951 -2.419580 -2.341 0.849 -1.228 -0.371
O 6.538229 3.371264 -1.997724 1.111 -3.191 -2.332 -0.389
C 6.943878 2.765819 -4.648746 0.916 -1.044 0.407 -0.191
H 5.195582 3.007200 -5.899484 -0.564 0.405 0.619 0.121
H 5.849467 1.506079 -5.951523 0.096 -0.541 0.242 0.113
H 3.970471 1.141134 -4.639263 -0.294 0.030 0.678 0.130
H 4.396221 2.586345 -3.567408 -1.005 0.105 -0.390 0.122
H 6.013089 0.099628 -3.488346 0.046 -0.139 0.204 0.101
H 5.149845 0.913868 -2.115524 -0.245 -0.101 -0.265 0.106
H 7.683767 2.168415 -5.181449 0.508 0.268 0.362 0.090
H 7.212069 3.817611 -4.748254 -0.335 -0.074 0.355 0.100
C -3.656997 6.663393 -2.505229 -0.426 -0.210 -0.893 -0.210
C -3.284236 5.179268 -2.259740 1.384 0.122 0.864 -0.204
C -3.876054 4.305828 -3.343236 -1.142 -0.649 -0.619 -0.240
S -5.324625 5.120332 -3.992360 -1.647 1.452 0.297 0.737
O -6.572892 4.388567 -3.597063 2.677 1.511 -1.007 -0.365
O -5.049346 5.536345 -5.369122 -0.601 -0.859 0.745 -0.358
C -5.084585 6.686902 -2.993984 -1.310 -0.591 -0.770 -0.224
H -2.970909 6.962054 -3.297810 -0.261 0.233 -0.328 0.115
H -3.577661 7.474472 -1.781378 0.416 -0.749 0.759 0.117
H -3.451453 4.764454 -1.265725 -0.552 0.281 0.004 0.118
H -2.201010 5.119206 -2.365144 0.086 -0.081 0.086 0.111
H -4.360167 3.372910 -3.054409 0.688 -0.210 0.521 0.100
H -3.255385 4.122084 -4.220218 0.171 0.123 0.204 0.108
H -5.863744 6.689520 -2.231754 0.301 -0.248 0.382 0.097
H -5.344795 7.519292 -3.647848 0.226 -0.152 -0.234 0.098
C -0.444699 -0.701629 10.332531 2.638 -0.318 -1.395 -0.210
C -1.721294 -0.980046 9.622617 -0.814 -0.398 -0.126 -0.236
C -1.512118 -1.889960 8.401558 0.785 -0.686 0.456 -0.192
S -0.327863 -3.113007 9.047481 -2.950 -0.604 2.690 0.643
O 0.695420 -3.419541 8.126823 1.580 -0.562 -2.018 -0.333
O -1.023566 -4.216326 9.723997 0.469 1.164 -0.941 -0.337
C 0.351403 -2.042096 10.271887 0.190 0.341 1.291 -0.228
H -0.518374 -0.240427 11.317395 -0.224 -0.454 0.014 0.121
H 0.152610 -0.015453 9.732124 -0.057 0.388 0.000 0.113
H -2.195496 -0.024092 9.400405 -0.578 -0.407 -0.046 0.125
H -2.255730 -1.632337 10.313284 -0.914 0.462 0.014 0.120
H -0.954238 -1.507217 7.546936 -0.491 0.455 -0.100 0.105
H -2.403690 -2.465342 8.152297 0.049 0.307 -0.335 0.107
H 1.383248 -2.034460 9.920712 0.126 0.657 0.586 0.096
H 0.260086 -2.526052 11.244284 0.261 -0.353 -0.190 0.106
C 0.765140 6.470722 7.256447 -0.014 -2.241 -0.852 -0.060
C 2.106390 5.691159 7.219390 -0.973 1.406 0.378 -0.256
O 2.195801 4.805928 8.365976 0.845 -0.218 0.441 -0.178
P 3.705039 4.565878 8.802257 2.438 -0.075 1.114 0.515
O 4.679964 5.593875 8.312088 -1.180 -1.595 0.308 -0.257
O 4.167724 2.983768 8.390737 -0.699 1.475 2.224 -0.190
C 4.551191 2.688526 7.075009 -0.672 2.426 -2.946 -0.340
C 4.399424 1.283405 6.599341 -0.395 -1.266 1.348 -0.076
O 3.589589 4.558995 10.427063 0.392 -0.685 -1.320 -0.214
C 4.844368 4.643205 11.243779 -0.885 -0.586 -1.042 -0.224
C 4.985036 6.068249 11.738306 0.098 -0.578 0.499 -0.070
H 0.657241 6.973027 8.217774 0.174 0.350 -0.366 0.084
H 0.733402 7.066377 6.344147 0.104 0.617 0.425 0.079
H -0.079203 5.792300 7.134218 -0.140 -0.119 0.234 0.067
H 2.378174 5.037365 6.390653 -0.573 0.690 -0.541 0.115
H 2.770346 6.549570 7.321291 0.879 -0.744 -0.063 0.101
H 3.878202 3.295548 6.469443 -0.368 -0.058 -0.541 0.095
H 5.476496 3.146081 6.724948 0.707 -0.244 0.973 0.124
H 4.896352 0.646412 7.331054 0.012 -0.362 0.003 0.074
H 3.344166 1.010620 6.589307 -0.052 -0.099 0.099 0.077
H 4.792215 1.001801 5.622346 0.222 0.767 -0.005 0.084
H 4.717845 3.886205 12.017758 -0.236 0.324 0.243 0.113
H 5.648284 4.234188 10.631797 0.223 0.595 -0.137 0.106
H 4.752883 6.770924 10.938018 0.220 -0.026 0.138 0.079
H 4.330140 6.213603 12.597427 -0.365 0.139 -0.244 0.075
H 5.976023 6.226378 12.163772 0.220 0.091 -0.380 0.078
C -0.673495 -6.617541 -13.767314 -0.447 0.429 -1.332 -0.088
C 0.049557 -5.383846 -13.243744 1.308 -3.011 0.246 -0.248
O -0.507236 -5.182333 -11.921457 0.087 -0.094 0.250 -0.192
P 0.368746 -5.020243 -10.562059 -2.533 1.597 -1.497 0.428
O 1.776624 -5.200297 -10.765020 1.721 -0.589 0.381 -0.196
O -0.042887 -3.500225 -10.342196 0.307 0.289 1.000 -0.172
C -1.389007 -3.074167 -10.176355 -1.329 0.467 0.368 -0.278
C -1.406041 -1.706031 -9.512136 0.506 0.449 1.336 -0.073
O -0.377742 -5.802619 -9.360328 0.562 -0.186 -2.297 -0.162
C 0.312898 -6.115059 -8.182595 0.049 2.034 3.348 -0.277
C -0.280510 -5.247161 -7.063109 -1.564 0.072 0.843 -0.094
H -1.637631 -6.301045 -14.165287 -0.579 -0.297 0.746 0.071
H -0.262086 -7.022394 -14.691938 0.763 0.076 0.044 0.071
H -0.706709 -7.437490 -13.049898 -0.261 0.315 0.064 0.082
H 1.093399 -5.689105 -13.170937 0.195 0.134 0.651 0.100
H 0.139843 -4.624048 -14.020054 -1.100 1.006 0.816 0.122
H -1.963686 -3.116815 -11.101572 0.562 0.334 -0.517 0.114
H -1.986373 -3.754002 -9.568843 0.452 -0.305 0.498 0.111
H -0.959877 -0.868817 -10.048902 -0.010 -0.307 -0.308 0.077
H -2.301358 -1.335548 -9.012879 -1.010 -0.387 -1.123 0.075
H -0.895580 -1.762161 -8.550704 1.050 -0.356 -0.163 0.067
H 0.183481 -7.126032 -7.796217 0.054 -0.248 -1.009 0.123
H 1.329115 -5.758811 -8.013834 0.640 -0.724 -1.693 0.118
H -0.223237 -4.158684 -7.057644 0.774 0.091 -0.905 0.071
H -1.362204 -5.375861 -7.024641 -0.171 -0.444 0.234 0.073
H 0.140116 -5.519886 -6.095230 -0.026 -0.338 0.024 0.077
```
Positions in Å, forces in eV/Å.

=====

# 2
This record from OMol25 describes one molecule with the formula C3H8N2O2 in a non-equilibrium geometry. The level of theory is ωB97M-V with the def2-TZVPD basis set.

Output
Energy relative to the best compared isomer or geometry (same formula, charge and spin) ... 98.99 kcal per mole
Maximum force ... 0.0518 hartree/bohr
Structure (SMILES) ... COCN(C)N=O
E ... -10312.660 eV
HOMO-LUMO gap ... 10.08 eV
Net charge ... 0
HOMO ... -9.2 eV

```
15
Properties=species:S:1:pos:R:3:forces:R:3:lowdin_charge:R:1
C -1.610131 0.667292 -0.655338 -2.571 0.692 -0.070 -0.101
O -1.469008 -0.266057 0.414502 -0.166 -0.378 -1.065 -0.134
C -0.311597 -0.045784 1.134271 0.499 -0.009 -0.098 -0.229
N 0.829650 -0.104816 0.285806 1.521 -0.362 -1.296 -0.198
C 1.299718 -1.345109 -0.378029 -0.367 1.392 1.152 -0.003
N 1.533807 0.938009 -0.109541 -0.339 0.863 -0.126 -0.069
O 1.085401 2.020854 0.204484 0.239 0.203 0.192 -0.058
H -2.477037 0.350414 -1.269643 0.185 -0.133 0.681 0.092
H -1.921028 1.628719 -0.192306 0.579 -0.217 -0.560 0.102
H -0.866507 0.802347 -1.441830 0.900 -0.241 0.790 0.083
H -0.123521 -0.844302 1.825561 -0.679 -0.547 0.592 0.131
H -0.320331 0.902238 1.653338 0.088 0.374 0.070 0.129
H 2.305339 -1.088424 -0.669668 0.263 -0.178 -0.404 0.078
H 1.368258 -2.034408 0.448528 -0.272 -1.066 -0.383 0.083
H 0.676989 -1.580980 -1.250141 0.121 -0.394 0.527 0.095
```
Positions in Å, forces in eV/Å.

=====

What is the net charge in the second record? 0